Record 1
Formula: C4H13NO2
Source: the Open Molecules 2025 dataset
Level of theory: wB97M-V/def2-TZVPD

Last column: Löwdin charge in e.
Element x y z (Å)
H -1.7604 1.2315 1.7655  0.1164
N -0.7801 0.0500 0.3654  -0.0716
H -4.1036 -1.4545 1.6279  0.0307
C 1.6175 -0.0211 -0.4650  -0.2605
H 1.9834 -0.4914 -2.5420  0.0759
H 2.3490 -1.8120 -1.4509  0.0761
H -2.7882 -1.1750 0.9354  -0.0025
H -1.6590 1.8576 0.0922  0.1190
H -0.1215 0.6984 -1.5541  0.1237
H 1.9489 1.0037 -0.3575  0.0963
O -0.0312 2.2040 1.1890  -0.0729
H -0.4045 -0.5825 1.0625  0.1129
O -3.2842 -1.8876 1.3650  -0.0710
C 2.4061 -0.7257 -1.5570  -0.1141
C -1.1381 1.3211 0.8782  -0.2876
H -0.0868 -1.0032 -1.2462  0.1142
H 1.7156 -0.5091 0.5092  0.1044
H 0.5881 1.7055 1.7391  0.0760
C 0.1161 -0.0283 -0.7846  -0.2312
H 3.4329 -0.3813 -1.5722  0.0658

As for the net charge: 0. For the frontier orbital gap, the calculation gives 0.3766 Ha. Its structure (SMILES) is CCCNCO.O. The HOMO energy comes out at -9.43 eV. Its spin multiplicity is 1. As for the energy relative to the best compared isomer or geometry (same formula, charge and spin): 13.9 kcal per mole.

***

Record 2
Formula: C36H23F15GeNSSn
Source: the Open Molecules 2025 dataset
Level of theory: wB97M-V/def2-TZVPD

Last column: Löwdin charge in e.
Element x y z (Å)
C -7.3382 2.8812 0.1096  -0.1301
H 3.8521 1.1465 -1.3811  0.0654
H 2.7061 4.3131 -0.0290  0.0889
C -0.1637 3.4234 2.3831  -0.0678
H 1.8462 -3.0115 -3.8352  0.1204
C -4.6545 2.9236 0.7180  -0.2090
C 0.7701 -4.0754 -2.3024  -0.0180
F -3.0525 0.8302 -1.9446  -0.0392
C -0.3730 -2.7661 -0.6404  0.0097
C -5.2146 -1.2299 1.9664  -0.1552
H -0.4660 4.1491 1.6301  0.0690
C -4.8267 -2.5584 1.9992  -0.2421
C 3.3102 1.9897 -0.9694  -0.0262
H 2.3200 -1.9687 2.1207  0.0700
H 3.3907 -0.6265 -0.9339  0.0617
C 2.4164 1.6235 0.1887  -0.1976
F -7.5083 -1.2626 4.7793  0.1452
H 0.8352 0.5269 4.4804  0.0974
H 0.3325 3.9732 3.1860  0.1108
C -5.3918 -1.8686 -1.5069  -0.2106
C 1.2342 -2.9189 -2.9481  -0.0504
F -6.2596 -3.3842 -3.0871  0.1503
H -0.6004 -0.0322 3.6409  0.0570
C 3.1980 -0.7872 0.1220  -0.0329
H 1.8815 -1.1645 3.6090  0.0909
F -6.5130 0.4601 2.9749  0.1081
F -6.7333 -3.8628 4.7492  0.1585
H 1.2012 4.7693 0.7349  0.0750
F -7.2454 0.5435 0.0607  0.1085
F -4.9305 -4.7275 2.9122  0.1401
Ge -4.4029 -0.0556 0.6433  0.7545
C -5.3240 -3.4579 2.9186  -0.1334
F -3.3408 2.9990 1.0278  -0.0125
C -3.8703 -0.7132 -3.4953  -0.1385
F -7.3584 5.2273 0.1629  0.1614
H -0.3917 -4.8871 -0.6807  0.1212
C -6.6894 4.0945 0.2878  -0.1193
C 0.0982 0.8007 3.7228  -0.0445
H -0.4465 1.6573 4.1044  0.0736
H -1.0796 2.9992 2.7935  0.0692
Sn -1.0335 1.5402 -0.1389  1.1333
C -5.3376 4.1186 0.5943  -0.1341
C 1.6703 4.0100 0.1191  -0.0388
S -2.2923 -0.0585 1.2853  0.2870
C -5.2652 1.6957 0.5479  -0.1293
F -8.6305 2.8542 -0.1841  0.1511
H 1.1942 4.0359 -0.8671  0.0887
F -4.7106 5.2775 0.7672  0.1404
F -3.9234 -2.9991 1.1059  0.0739
C -6.2430 -3.0164 3.8593  -0.1205
C 0.9116 -1.6800 -2.4740  0.0014
H 4.1659 -0.8958 0.6177  0.1077
C -3.8373 -0.2516 -2.1962  -0.2155
C 1.6066 2.6338 0.7280  -0.2787
N -0.1918 -0.4063 -0.7974  0.0636
C -0.0352 -3.9839 -1.1574  -0.0465
F -3.1360 -0.1399 -4.4452  0.1360
C 0.7430 2.3535 1.8128  -0.3179
C 0.0997 -1.5626 -1.2867  -0.3661
H 2.6848 -1.7443 0.2026  0.0678
C -6.6389 -1.6884 3.8712  -0.1320
F -4.7453 -2.2556 -5.0317  0.1578
C 0.8021 1.0798 2.4211  -0.2348
C 1.6168 -1.2675 2.5555  -0.0211
C -6.6143 1.7123 0.2403  -0.2257
C 2.3901 0.3291 0.7359  -0.1817
H -0.9983 -2.6556 0.2354  0.0945
C -6.1166 -0.8177 2.9302  -0.2057
C -5.4627 -2.3647 -2.7987  -0.1298
C 1.6142 0.0753 1.8739  -0.1944
H 0.6213 -1.7202 2.5311  0.0878
F -6.1652 -2.4438 -0.5848  0.1179
H 1.2489 -0.7735 -2.9576  0.1232
C -4.5644 -0.8131 -1.1632  -0.1217
H 1.0310 -5.0480 -2.6966  0.1192
H 4.0584 2.7212 -0.6558  0.0965
C -4.6926 -1.7885 -3.7954  -0.1235
H 2.7434 2.4536 -1.7796  0.0898

As for the net charge: +1. For the frontier orbital gap (spin up / spin down), the calculation gives 0.2179 / 0.2432 Ha. The HOMO energy (spin up / spin down) comes out at -11.42 / -11.42 eV. Its spin multiplicity is 1.

***

Record 3
Formula: C6H15AlNO2
Source: the Open Molecules 2025 dataset
Level of theory: wB97M-V/def2-TZVPD

Last column: Löwdin charge in e.
Element x y z (Å)
H 18.8444 7.0595 23.4372  0.1658
H 19.6999 7.2956 21.1246  0.1765
C 14.4247 7.6742 24.4237  -0.0009
C 17.4664 8.0007 17.3023  0.0713
H 19.4540 7.2505 18.8748  0.1660
H 14.5598 8.5652 25.0370  0.1379
H 13.4264 7.9220 24.0630  0.1206
O 15.4568 7.5168 23.4165  -0.2408
Al 15.4718 7.5972 20.7403  1.6040
C 18.7059 7.6348 20.8332  -0.0972
H 17.6150 7.2481 16.5280  0.1435
H 18.5029 6.0199 19.5032  0.1599
H 17.9576 5.9581 21.6233  0.1536
H 16.8597 7.1491 25.0732  0.1702
C 16.6272 6.9533 24.0264  -0.1192
C 18.5121 7.1053 19.4038  -0.1405
H 14.2833 6.8330 25.1023  0.1304
O 17.2987 7.4662 18.6984  -0.1801
N 17.6617 6.9229 21.6659  -0.0290
H 16.6342 8.6789 17.1134  0.1191
H 18.5837 8.7118 20.9487  0.1551
H 18.3332 8.6539 17.2020  0.1210
C 17.8577 7.3671 23.0910  -0.0917
H 17.8526 8.4364 23.3022  0.1504
H 16.5338 5.8682 24.0706  0.1541

As for the net charge: +3. For the frontier orbital gap, the calculation gives 0.1408 Ha. The HOMO energy comes out at -21.99 eV. Its spin multiplicity is 1. As for the energy relative to the best compared isomer or geometry (same formula, charge and spin): 25.1 kcal per mole.

***

Record 4
Formula: C28H79N12O8P5S2Ta
Source: the Open Molecules 2025 dataset
Level of theory: wB97M-V/def2-TZVPD

Last column: Löwdin charge in e.
Element x y z (Å)
H -9.3023 -4.1061 -5.6657  0.0869
O 2.5339 3.9273 -2.1370  -0.1937
S 2.2879 2.4955 -1.3067  0.6367
H 1.0201 3.7389 0.3033  0.0904
C 10.0503 2.6456 5.3191  -0.1502
H 1.4941 1.0199 0.7913  0.0806
C -6.0017 0.6037 -0.2131  -0.3378
C -5.0267 -2.6229 -7.5759  -0.1428
H -5.6970 -2.1544 -8.2889  0.0469
C -8.6773 -0.3839 -5.4701  -0.1465
C -9.9128 0.9090 0.1400  -0.6401
P -1.8172 3.8692 1.7532  0.6029
H -5.7221 -5.0446 -5.9266  0.0593
H 0.8618 -3.4775 5.5508  0.0712
H -12.5608 2.4689 -0.7443  0.1284
H -0.5620 0.3180 -0.5636  0.0430
P 2.6292 -2.3471 3.6464  0.7597
H -3.8416 1.3993 -2.1714  -0.0652
P 8.5733 1.7951 3.2238  0.7443
H 9.1616 2.3580 5.8814  0.0675
H -4.0588 -0.9397 1.5778  0.0303
N 3.3392 -2.7523 2.1113  -0.3041
H 3.6808 0.2996 4.1464  0.0906
H -8.6325 -0.3389 -7.9546  0.0772
P -2.9361 2.2955 -1.5167  0.4370
H -6.8954 -0.2528 -7.6250  0.0884
H 9.4647 3.4228 0.7587  0.0637
H 5.3458 -1.2433 5.9230  0.0802
H 8.5212 4.5537 1.7839  0.0864
H 8.5466 -0.3531 1.2241  0.0853
H 11.3677 -0.3759 2.2990  0.0816
O -11.0610 0.8671 -0.5925  0.0070
H 4.7284 -4.4769 4.4202  0.0621
N -8.0160 -1.4252 -6.2578  -0.3455
H -2.5546 1.0133 2.7582  -0.1178
C -8.8089 -4.0138 -6.6373  -0.1322
H -7.7144 1.2505 -1.4051  0.0856
C -0.6515 0.7133 0.4952  -0.4414
H -7.6636 -1.7195 -8.3151  0.0633
H 11.3275 4.2561 3.8627  0.0820
H 10.4355 3.5532 5.7931  0.0783
H -3.8334 4.8569 0.7133  -0.0134
C 3.6923 -4.8222 4.4387  -0.1535
H -3.2880 -2.2259 -5.7147  0.0826
H -3.8054 5.1629 2.5003  0.0284
C -7.3505 0.2785 -0.9685  -0.4457
H 1.0202 -4.9048 4.5067  0.0802
H -0.5137 -0.1949 1.1568  0.0336
C 2.8760 -1.9348 0.9837  -0.1344
H -4.0517 -3.7832 -5.3451  0.0646
C 1.5379 -4.2731 5.2390  -0.1531
N 7.8754 2.5334 1.8209  -0.3425
H 0.5231 2.0947 1.8428  0.0874
H -8.0238 0.4840 -5.3198  0.0839
H -8.9903 -4.9296 -7.2071  0.0792
C 10.9228 3.4323 3.2661  -0.1437
H 3.5887 -1.1881 6.1676  0.0872
H -5.0060 -3.7004 -7.7874  0.0731
Ta -2.7524 1.5383 0.9749  1.2626
H 6.1170 3.5767 2.4102  0.0862
H 11.0912 0.4799 3.7938  0.0569
H 10.7962 1.8512 5.4458  0.0626
H 3.6669 -5.5518 5.2532  0.0752
O 1.2350 -2.7344 3.1684  -0.2987
H -4.0372 -2.2285 -7.8266  0.0844
H -5.6263 1.5788 -0.6332  0.0560
N -10.8241 2.7906 0.5277  0.0037
C 0.8198 2.7908 -0.2755  -0.2976
H 11.7294 2.6966 3.1456  0.0728
H 5.9222 1.8218 2.2212  0.0557
C 0.5662 1.6693 0.8031  -0.3513
H 1.7370 -4.8778 6.1292  0.0727
C 4.7069 -3.1623 1.8473  -0.1484
C -6.8112 -5.0605 -5.9807  -0.1381
H 3.4534 -5.3482 3.5070  0.0862
N 9.8147 1.0826 2.1816  -0.2715
H 7.8985 3.9332 0.2473  0.0823
O -1.5266 3.7757 3.4582  -0.4777
H 3.4154 -0.9828 0.9208  0.0651
C 6.4204 2.7037 1.8197  -0.1277
H 1.8125 -1.7076 1.0620  0.0616
N -7.3541 -3.7753 -6.4898  -0.2728
C -4.2070 -2.6977 -5.3566  -0.1385
C 4.3992 -1.7316 5.6743  -0.1315
H 10.1392 -0.1382 0.4697  0.0804
H 5.4272 -2.3362 1.9230  0.0689
H -4.6362 -0.6072 -1.4916  0.0819
C 8.4704 3.6679 1.1400  -0.1445
H -4.4235 2.2007 1.4353  -0.1250
O 7.4478 2.2483 4.1472  -0.3059
H 4.4674 -2.7238 6.1145  0.0654
H -9.3026 -3.2264 -7.2015  0.0683
H -5.5009 -1.5102 -0.2134  0.0971
H 1.6470 4.3490 -2.1202  0.0771
H -4.3663 3.7010 -2.2545  -0.0862
H -7.0700 -5.8843 -6.6486  0.0816
H -7.2188 -0.4245 -1.8400  0.0616
N 4.2104 -1.7772 4.2054  -0.2699
N 2.7793 -3.7254 4.6939  -0.3457
C 9.3187 0.3799 0.9744  -0.1252
N 9.7415 2.8832 3.9083  -0.3052
H -6.2234 0.8260 0.8671  0.0795
N -5.3498 -2.3193 -6.1926  -0.3026
C 10.5850 0.0545 2.9263  -0.1409
N -9.7163 2.0390 0.8384  0.0418
O 3.4826 2.2687 -0.5062  -0.3282
C -3.1812 5.1544 1.5722  -0.4025
H 10.7213 3.8709 2.2944  0.0489
H -2.6870 6.1380 1.3531  0.0122
C -11.6131 2.1158 -0.3021  -0.1497
O -6.5751 -1.3915 -4.3634  -0.3025
H -0.0608 3.0172 -0.9259  0.0592
C -3.7134 -0.5212 0.5964  -0.4054
H -4.3385 -2.3711 -4.3248  0.0678
H -2.9199 -1.1856 0.1615  0.0347
H -1.6567 2.1128 -2.1636  -0.0882
H 6.0422 2.8344 0.8029  0.0755
C -4.9437 -0.5407 -0.4078  -0.3411
H -8.9811 -0.7630 -4.4945  0.0688
H 4.4329 -0.2989 2.6663  0.0574
H -7.1929 -5.2868 -4.9806  0.0841
P -6.8945 -2.4463 -5.4139  0.7500
C 4.4436 -0.3786 3.7540  -0.1316
H -1.4199 4.7048 3.7313  0.0099
H 4.7897 -3.5670 0.8335  0.0815
O 2.0992 1.4722 -2.3248  -0.3180
H 5.4251 -0.0232 4.0749  0.0675
H 3.0093 -2.4647 0.0362  0.0818
H 9.9358 -0.7524 3.2797  0.0827
H 5.0494 -3.9656 2.4918  0.0447
N -3.4906 3.8072 -1.7264  -0.4465
H -9.5894 -0.0405 -5.9670  0.0751
H 8.9165 1.0647 0.2323  0.0719
C -7.7728 -0.9086 -7.5916  -0.1484
S -8.6349 -0.3943 0.2133  0.8926

As for the net charge: -1. For the frontier orbital gap, the calculation gives 0.1790 Ha. The HOMO energy comes out at -4.20 eV. Its spin multiplicity is 1.